Entry 1:
{"formula": "C4H8N2O", "method": "ωB97M-V with the def2-TZVPD basis set", "homo_ev": -8.71, "smiles": "[H]/N=C(/C=C\\O)NC", "mol_weight_da": 100.12, "e_lumo_ev": 0.91, "energy_ha": -341.875119, "spin_multiplicity": 1, "elements": ["H", "N", "C", "C", "C", "O", "N", "C", "H", "H", "H", "H", "H", "H", "H"], "positions_angstrom": [[1.643, -1.603, 1.492], [0.835, -1.724, 0.885], [0.413, -0.639, 0.353], [-0.238, -0.726, -1.107], [-1.507, -1.008, -0.940], [-1.835, -0.932, 0.506], [0.906, 0.613, 0.631], [0.516, 1.825, -0.054], [0.292, -0.479, -2.003], [-2.385, -0.836, -1.539], [-1.401, -1.609, 1.047], [1.500, 0.694, 1.443], [1.016, 1.915, -1.026], [-0.562, 1.827, -0.237], [0.806, 2.682, 0.550]], "forces_ev_per_angstrom": [[-0.45, 0.25, 0.51], [-0.28, -0.39, -0.26], [3.03, 0.43, -3.20], [0.01, -0.01, 2.55], [-0.57, 1.37, 3.25], [-1.50, -0.37, -1.76], [-0.30, -0.32, 0.36], [-0.04, -0.14, -0.34], [0.32, -0.18, -0.23], [0.02, -0.70, -0.34], [0.05, -0.16, -0.68], [-0.21, -0.02, -0.08], [-0.02, 0.06, 0.08], [0.11, 0.17, 0.16], [-0.15, 0.01, 0.01]]}



Entry 2:
{"formula": "C4H6O", "method": "ωB97M-V with the def2-TZVPD basis set", "homo_ev": -8.91, "mol_weight_da": 70.09, "e_lumo_ev": 0.95, "energy_ha": -231.070048, "spin_multiplicity": 1, "elements": ["C", "C", "C", "O", "C", "H", "H", "H", "H", "H", "H"], "positions_angstrom": [[0.121, 0.985, -1.375], [0.749, -0.268, -0.029], [-0.245, -0.259, 1.146], [-1.392, -0.117, 0.307], [-0.582, -0.149, -0.885], [1.415, 0.606, -0.146], [-0.086, 1.813, -0.670], [1.355, -1.148, -0.233], [-0.134, 0.577, 1.847], [-0.277, -1.203, 1.701], [-0.840, -0.976, -1.548]], "forces_ev_per_angstrom": [[-0.35, -0.06, 0.08], [0.31, -0.11, 0.10], [0.18, 0.01, 0.29], [-0.11, 0.04, -0.01], [-0.01, 0.05, -0.48], [0.04, -0.06, 0.32], [0.04, -0.03, -0.18], [-0.20, 0.08, -0.05], [0.00, -0.14, -0.13], [0.03, 0.11, -0.08], [0.07, 0.10, 0.15]]}



Entry 3:
{"formula": "C39H35As2N2OPt", "method": "ωB97M-V with the def2-TZVPD basis set", "total_charge": -1, "homo_ev": -2.95, "mol_weight_da": 892.64, "e_lumo_ev": 2.18, "energy_ha": -6282.779636, "spin_multiplicity": 1, "elements": ["Pt", "C", "C", "As", "C", "C", "C", "C", "C", "C", "C", "C", "C", "C", "C", "C", "As", "C", "C", "C", "C", "C", "C", "C", "C", "C", "C", "C", "C", "H", "H", "H", "H", "H", "H", "H", "H", "H", "H", "H", "H", "H", "H", "H", "H", "H", "H", "H", "H", "H", "H", "H", "H", "C", "C", "C", "C", "C", "C", "C", "H", "H", "H", "H", "H", "N", "C", "O", "C", "C", "C", "N", "C", "C", "H", "H", "H", "H", "H", "H"], "positions_angstrom": [[0.169, -0.160, -0.736], [-1.832, 0.927, 1.830], [-0.360, 0.676, 2.177], [2.274, 0.057, 1.242], [3.744, 1.361, 1.370], [3.593, 2.545, 2.088], [4.658, 3.421, 2.247], [5.894, 3.128, 1.688], [6.058, 1.950, 0.972], [4.991, 1.076, 0.817], [2.464, -0.446, -0.655], [1.950, -1.710, -1.027], [2.067, -2.172, -2.357], [2.660, -1.398, -3.319], [3.162, -0.130, -2.968], [3.073, 0.331, -1.680], [-2.594, -0.349, 0.526], [-4.376, 0.501, 0.400], [-5.053, 1.030, 1.496], [-6.330, 1.563, 1.362], [-6.958, 1.567, 0.126], [-6.300, 1.031, -0.974], [-5.024, 0.504, -0.836], [-1.810, 0.315, -1.121], [-2.030, 1.682, -1.553], [-1.818, 2.060, -2.835], [-1.389, 1.113, -3.822], [-1.207, -0.188, -3.480], [-1.387, -0.654, -2.130], [-1.985, 1.942, 1.458], [-2.442, 0.815, 2.731], [-0.231, -0.387, 2.405], [-0.142, 1.203, 3.122], [2.629, 2.797, 2.513], [4.515, 4.343, 2.799], [6.722, 3.817, 1.802], [7.018, 1.712, 0.529], [5.129, 0.163, 0.246], [1.634, -2.405, -0.256], [1.690, -3.158, -2.602], [2.740, -1.753, -4.339], [3.637, 0.487, -3.723], [3.502, 1.293, -1.427], [-4.585, 1.035, 2.473], [-6.833, 1.979, 2.228], [-7.952, 1.985, 0.019], [-6.780, 1.031, -1.945], [-4.514, 0.105, -1.705], [-2.373, 2.410, -0.824], [-1.981, 3.093, -3.123], [-1.227, 1.439, -4.843], [-0.919, -0.910, -4.238], [-1.628, -1.702, -1.987], [0.614, 1.056, 1.060], [0.672, 2.509, 0.758], [0.182, 3.486, 1.641], [0.275, 4.844, 1.364], [0.863, 5.289, 0.190], [1.340, 4.342, -0.709], [1.235, 2.990, -0.435], [-0.274, 3.187, 2.576], [-0.120, 5.559, 2.078], [0.933, 6.348, -0.029], [1.783, 4.659, -1.646], [1.566, 2.271, -1.172], [0.167, -7.590, 2.776], [0.473, -7.377, 1.464], [1.103, -8.186, 0.811], [-0.006, -6.079, 0.880], [-0.064, -5.965, -0.502], [-0.528, -4.776, -1.046], [-0.921, -3.739, -0.313], [-0.844, -3.846, 1.007], [-0.392, -4.990, 1.651], [0.387, -8.498, 3.147], [-0.548, -7.053, 3.231], [0.251, -6.791, -1.124], [-0.584, -4.648, -2.122], [-1.152, -2.970, 1.568], [-0.322, -4.994, 2.731]], "forces_ev_per_angstrom": [[0.23, 0.06, 0.07], [-0.03, -0.01, 0.01], [0.03, -0.01, 0.00], [-0.01, -0.03, 0.01], [-0.03, 0.02, -0.05], [0.02, -0.03, 0.03], [0.00, 0.01, -0.01], [-0.01, 0.00, -0.01], [0.00, 0.00, 0.01], [0.03, -0.03, 0.01], [0.00, -0.06, -0.04], [-0.09, 0.07, -0.02], [0.00, -0.02, 0.00], [0.01, 0.01, 0.00], [0.01, 0.02, 0.00], [0.02, 0.00, 0.02], [-0.05, -0.01, 0.12], [-0.02, -0.05, -0.06], [0.01, 0.00, 0.02], [0.00, 0.00, 0.00], [-0.01, -0.01, 0.00], [0.01, 0.00, 0.00], [0.00, 0.03, 0.04], [-0.04, -0.05, 0.01], [0.01, 0.04, -0.05], [-0.02, 0.01, 0.02], [0.01, -0.02, 0.00], [0.02, 0.02, -0.01], [-0.06, -0.08, -0.08], [0.01, 0.02, 0.00], [0.01, 0.02, 0.00], [0.01, 0.01, 0.00], [0.01, 0.00, -0.01], [0.00, 0.00, 0.00], [0.00, 0.00, 0.00], [0.00, 0.00, 0.01], [0.00, 0.00, 0.00], [0.00, 0.01, 0.03], [-0.05, 0.00, -0.01], [-0.01, 0.00, 0.00], [0.00, 0.00, 0.00], [0.00, 0.00, 0.00], [-0.03, -0.02, -0.02], [-0.01, 0.01, -0.01], [0.00, 0.00, 0.00], [0.00, 0.00, 0.00], [0.00, 0.00, 0.00], [0.02, 0.01, -0.02], [0.00, 0.00, 0.00], [0.00, 0.00, 0.00], [0.00, 0.00, 0.00], [0.00, 0.00, 0.00], [0.04, -0.02, 0.01], [-0.03, 0.08, 0.02], [0.06, -0.01, 0.05], [-0.02, -0.03, -0.01], [-0.01, 0.01, -0.02], [0.00, 0.00, 0.01], [0.01, -0.02, 0.00], [-0.01, 0.00, -0.02], [-0.02, -0.01, 0.00], [0.01, 0.00, 0.00], [0.00, 0.00, 0.00], [0.00, 0.00, 0.00], [-0.03, 0.03, 0.01], [-0.02, -0.02, 0.00], [0.01, 0.01, 0.00], [0.00, 0.00, 0.01], [0.00, -0.03, 0.01], [0.02, 0.03, 0.01], [0.03, -0.05, 0.05], [-0.06, 0.00, -0.16], [0.03, 0.07, 0.04], [0.00, 0.02, -0.03], [0.00, 0.00, 0.00], [0.01, 0.01, 0.00], [0.00, -0.01, 0.00], [-0.02, -0.01, 0.00], [-0.01, 0.00, -0.01], [0.00, -0.01, 0.00]]}